This record from the Open Molecules 2025 dataset describes a single C2H5FS molecule at a distorted geometry. The level of theory is the ωB97M-V functional and the def2-TZVPD basis.

Calculated values
HOMO level   -9.77 eV
Relative energy (zero: lowest compared OMol25 entry of this formula, charge and spin)   37.01 kJ/mol
Structure (SMILES)   C[C@H](F)S

Structure (ORCA input):
```
! wB97M-V def2-TZVPD RIJCOSX def2/J DEFGRID3
* xyz 0 1
C 0.22727 0.59161 0.68828
C 0.31367 -0.52325 -0.42150
F 0.80696 0.06079 -1.60242
S -1.21447 -1.41020 -0.70501
H -0.41710 1.29562 0.21926
H 1.12638 1.10725 0.76258
H -0.10270 0.34669 1.70892
H 1.05175 -1.36690 0.04519
H -1.79176 -0.10161 -0.69531
*
```

***

This record from the Open Molecules 2025 dataset describes 2 unconnected molecules or ions with the total composition C2H5FS at a distorted geometry. The level of theory is the ωB97M-V functional and the def2-TZVPD basis.

Calculated values
HOMO level   -9.23 eV
Relative energy (zero: lowest compared OMol25 entry of this formula, charge and spin)   282.04 kJ/mol

Structure (ORCA input):
```
! wB97M-V def2-TZVPD RIJCOSX def2/J DEFGRID3
* xyz 0 1
C 0.34159 -0.47073 0.12307
C -0.76906 0.27915 -0.63303
H 1.24788 0.48667 2.51250
H 0.15180 -1.12149 0.91488
H 0.67129 -1.23742 -0.67912
H -1.62194 -0.28523 -0.68875
H -1.26107 1.12474 -0.17421
F -0.40218 0.58567 -1.89579
S 1.64168 0.63863 0.52045
*
```

***

This record from the Open Molecules 2025 dataset describes 2 unconnected molecules or ions with the total composition C2H5FS2 at a distorted geometry. The level of theory is the ωB97M-V functional and the def2-TZVPD basis.

Calculated values
HOMO level   -8.60 eV
Relative energy (zero: lowest compared OMol25 entry of this formula, charge and spin)   142.19 kJ/mol
Structure (SMILES)   C=CF.SS

Structure (ORCA input):
```
! wB97M-V def2-TZVPD RIJCOSX def2/J DEFGRID3
* xyz 0 1
C -0.05056 0.33587 -1.30563
C 0.36258 1.46568 -1.88176
F 1.16001 1.29045 -2.96428
H -0.58770 0.17051 -0.45419
H 0.24379 -0.59049 -1.76032
H 0.17755 2.44763 -1.59614
S -0.90828 -2.17599 2.56321
S 0.35859 -0.56657 2.47752
H -1.03111 -2.04124 1.16587
H 0.27513 -0.33586 3.75573
*
```

***

This record from the Open Molecules 2025 dataset describes a single C2H5I2NS molecule at a distorted geometry. The level of theory is the ωB97M-V functional and the def2-TZVPD basis.

Calculated values
HOMO level   -9.28 eV
Relative energy (zero: lowest compared OMol25 entry of this formula, charge and spin)   104.48 kJ/mol

Structure (ORCA input):
```
! wB97M-V def2-TZVPD RIJCOSX def2/J DEFGRID3
* xyz 0 1
C -0.59289 0.50706 -1.30518
C -0.83866 0.07377 0.11995
N -0.00540 -1.00745 0.48327
S 1.26349 -1.34138 1.19406
I 3.21943 -0.11691 0.08873
I 1.25976 -0.44382 3.57108
H 0.40194 1.00049 -1.62551
H -0.74985 -0.43460 -1.88957
H -1.54122 1.14392 -1.43159
H -1.80434 -0.28433 0.04595
H -0.61227 0.90324 0.74881
*
```

***

This record from the Open Molecules 2025 dataset describes a single C2H5IN2 molecule at a distorted geometry. The level of theory is the ωB97M-V functional and the def2-TZVPD basis.

Calculated values
HOMO level   -8.45 eV
Relative energy (zero: lowest compared OMol25 entry of this formula, charge and spin)   167.06 kJ/mol

Structure (ORCA input):
```
! wB97M-V def2-TZVPD RIJCOSX def2/J DEFGRID3
* xyz 0 1
C -0.44104 -0.35698 -0.36719
C 0.53525 -0.64453 0.68717
N -0.73824 1.11351 -0.34671
N -0.37174 1.95599 0.41763
I 2.47949 -0.27239 -0.05192
H 0.00804 -0.31577 -1.30965
H -1.19696 -1.20252 -0.39794
H 0.37919 0.07658 1.47338
H -1.25124 1.22929 -1.29071
H 0.59726 -1.58318 1.18595
*
```

***

This record from the Open Molecules 2025 dataset describes 2 unconnected molecules or ions with the total composition C2H5IN2O at a distorted geometry. The level of theory is the ωB97M-V functional and the def2-TZVPD basis.

Calculated values
HOMO level (spin up / spin down)   -4.25 / -9.13 eV
<S²>   2.0222

Structure (ORCA input):
```
! wB97M-V def2-TZVPD RIJCOSX def2/J DEFGRID3
* xyz 0 3
C -2.91268 0.92672 0.43901
C 1.88052 0.29290 -0.00034
N 1.11674 -1.90124 -0.67466
N 1.06486 -0.69107 -0.29743
O -1.91037 0.97531 -0.21383
I 3.92437 -0.07994 -0.01072
H -3.14984 0.03597 1.07785
H -3.70117 1.74797 0.43028
H 1.48351 1.16097 0.42841
H 2.09187 -2.04310 -0.98094
H 0.11218 -0.42449 -0.19764
*
```

***

This record from the Open Molecules 2025 dataset describes 2 unconnected molecules or ions with the total composition C2H5IN4 at a distorted geometry. The level of theory is the ωB97M-V functional and the def2-TZVPD basis.

Calculated values
HOMO level (spin up / spin down)   -8.64 / -7.20 eV
Relative energy (zero: lowest compared OMol25 entry of this formula, charge and spin)   371.72 kJ/mol

Structure (ORCA input):
```
! wB97M-V def2-TZVPD RIJCOSX def2/J DEFGRID3
* xyz 0 1
C 1.16653 -0.08947 3.87234
C -0.24809 1.47312 -1.29644
N 0.99128 -0.72145 2.77987
N 1.12414 -0.46540 1.62463
N 1.05938 -0.38696 0.51104
N -0.90258 0.63892 -0.27641
I -1.94297 -0.93581 -0.84853
H 1.25912 -0.77889 4.68886
H 1.51951 0.92285 4.10624
H 0.28918 1.02712 -2.21497
H -0.93688 2.03396 -1.91338
H 0.42796 1.95511 -0.73161
*
```

***

This record from the Open Molecules 2025 dataset describes a molecular structure, C2H5IO2 at a distorted geometry. The level of theory is the ωB97M-V functional and the def2-TZVPD basis.

Calculated values
HOMO level   -9.39 eV
Relative energy (zero: lowest compared OMol25 entry of this formula, charge and spin)   185.26 kJ/mol

Structure (ORCA input):
```
! wB97M-V def2-TZVPD RIJCOSX def2/J DEFGRID3
* xyz 0 1
C -0.44426 0.04795 -1.19535
C 0.16322 0.41801 0.18688
O 1.24506 -0.39709 0.26455
O -0.88592 0.17971 1.24915
I -0.05473 -0.02175 3.00934
H 0.24023 -0.84962 -1.34369
H -0.36780 0.83947 -1.93294
H -1.46491 -0.30688 -1.10230
H 0.53037 1.39502 0.31513
H 1.03874 -1.30481 0.54923
*
```

***

This record from the Open Molecules 2025 dataset describes a single C2H5IOS molecule at a distorted geometry. The level of theory is the ωB97M-V functional and the def2-TZVPD basis.

Calculated values
HOMO level   -9.09 eV
Relative energy (zero: lowest compared OMol25 entry of this formula, charge and spin)   264.46 kJ/mol

Structure (ORCA input):
```
! wB97M-V def2-TZVPD RIJCOSX def2/J DEFGRID3
* xyz 0 1
C 0.32867 -1.08466 -0.52574
C -0.41843 -0.21156 0.53475
O 1.37503 1.79842 -0.20934
S -0.07331 1.63944 -0.00896
I -2.43807 0.02867 -0.02944
H 1.31762 -0.70650 -0.85315
H 0.63726 -2.09456 -0.05973
H -0.15905 -1.33886 -1.38352
H -0.14453 2.63095 1.06764
H -0.42518 -0.66134 1.46749
*
```

***

This record from the Open Molecules 2025 dataset describes a molecular structure, C2H5MgO3Pb at a distorted geometry. The level of theory is the ωB97M-V functional and the def2-TZVPD basis.

Calculated values
HOMO level (spin up / spin down)   -4.94 / -8.67 eV
<S²>   0.7529

Structure (ORCA input):
```
! wB97M-V def2-TZVPD RIJCOSX def2/J DEFGRID3
* xyz 0 2
O -0.14013 -0.14385 -1.51706
C -1.30260 0.08003 -0.77169
C -1.11464 -0.16268 0.74397
O 0.25493 -0.07015 1.02650
Pb 1.65500 1.45835 0.77032
H -2.19914 -0.45355 -1.13933
H -1.52570 1.16105 -0.89811
H -1.47898 -1.15526 1.06989
H -1.73739 0.54476 1.32053
Mg 1.16837 -1.06777 -0.44116
O 2.75903 -0.10673 0.07398
H 3.66126 -0.08419 -0.23785
*
```

***

This record from the Open Molecules 2025 dataset describes a molecular structure, C2H5N at a distorted geometry. The level of theory is the ωB97M-V functional and the def2-TZVPD basis.

Calculated values
HOMO level   -8.66 eV
Relative energy (zero: lowest compared OMol25 entry of this formula, charge and spin)   494.17 kJ/mol

Structure (ORCA input):
```
! wB97M-V def2-TZVPD RIJCOSX def2/J DEFGRID3
* xyz 0 1
N -1.08718 0.14604 -0.51438
C 0.68417 -0.62643 -0.08656
C 1.60772 0.04923 0.51006
H -1.97629 0.10672 -0.01729
H -0.96105 1.13310 -0.72715
H 0.61519 -1.57212 -0.58759
H 1.55253 1.07357 0.85274
H -0.43509 -0.31011 0.57016
*
```

***

This record from the Open Molecules 2025 dataset describes a single C2H5N molecule at a distorted geometry. The level of theory is the ωB97M-V functional and the def2-TZVPD basis.

Calculated values
HOMO level   -10.08 eV
Relative energy (zero: lowest compared OMol25 entry of this formula, charge and spin)   130.43 kJ/mol
Structure (SMILES)   C1CN1

Structure (ORCA input):
```
! wB97M-V def2-TZVPD RIJCOSX def2/J DEFGRID3
* xyz 0 1
C 0.54474 -0.49733 -0.10126
C -0.76194 0.01137 -0.17540
N 0.41002 0.98287 -0.24561
H 1.30950 -0.81856 -0.87032
H 0.79888 -0.92834 0.86364
H -1.26426 -0.02100 0.82948
H -1.42707 -0.19049 -0.92787
H 0.39012 1.46148 0.62734
*
```

***

This record from the Open Molecules 2025 dataset describes 2 unconnected molecules or ions with the total composition C2H5N2 at a distorted geometry. The level of theory is the ωB97M-V functional and the def2-TZVPD basis.

Calculated values
HOMO level (spin up / spin down)   -14.82 / -14.81 eV
Relative energy (zero: lowest compared OMol25 entry of this formula, charge and spin)   422.80 kJ/mol

Structure (ORCA input):
```
! wB97M-V def2-TZVPD RIJCOSX def2/J DEFGRID3
* xyz 1 1
C 0.69690 -1.36517 2.28932
C -0.63999 0.56017 -1.14984
N 0.71855 -0.79316 1.28902
N 0.78657 -0.52527 0.08739
H 0.75825 -1.77977 3.33201
H -1.53344 0.32045 -0.41453
H -0.03620 1.40741 -1.16013
H -0.58512 0.07872 -2.10357
H 1.53421 0.09622 -0.17080
*
```

***

This record from the Open Molecules 2025 dataset describes a gas-phase ion, C2H5N2O (charge +1) at a distorted geometry. The level of theory is the ωB97M-V functional and the def2-TZVPD basis.

Calculated values
HOMO level   -14.80 eV
Relative energy (zero: lowest compared OMol25 entry of this formula, charge and spin)   438.48 kJ/mol
Structure (SMILES)   [H]/N=C1\O[C@@H]1[NH3+]

Structure (ORCA input):
```
! wB97M-V def2-TZVPD RIJCOSX def2/J DEFGRID3
* xyz 1 1
H -0.09144 2.70384 2.17407
N -0.40530 1.76010 2.00420
C 0.41760 0.82328 1.26630
O 1.51445 0.65673 0.53545
C 0.49048 -0.33249 0.45258
N -0.14085 -0.43278 -0.83382
H 0.61575 -1.28969 1.03922
H -1.09933 0.00442 -0.93294
H -0.18801 -1.45165 -0.83666
H 0.29853 -0.14779 -1.69712
*
```

***

This record from the Open Molecules 2025 dataset describes 2 unconnected molecules or ions with the total composition C2H5N2O2 at a distorted geometry. The level of theory is the ωB97M-V functional and the def2-TZVPD basis.

Calculated values
HOMO level   -4.43 eV
Relative energy (zero: lowest compared OMol25 entry of this formula, charge and spin)   42.38 kJ/mol

Structure (ORCA input):
```
! wB97M-V def2-TZVPD RIJCOSX def2/J DEFGRID3
* xyz -1 1
N 0.43020 -0.61522 -0.43197
C 0.60820 0.20610 -1.48343
N 0.51697 -0.24214 -2.69106
H 0.26939 -1.59374 -0.59144
H 0.30427 -0.14634 0.49998
H 0.69887 1.26561 -1.20984
H 1.05346 0.26613 -3.38532
O -0.36007 1.07298 1.57650
C -0.97283 0.23422 2.31252
O -1.00600 -0.99696 2.17257
H -1.54246 0.54937 3.23149
*
```

***

This record from the Open Molecules 2025 dataset describes a gas-phase ion, C2H5N2O2 (charge +1) at a distorted geometry. The level of theory is the ωB97M-V functional and the def2-TZVPD basis.

Calculated values
HOMO level (spin up / spin down)   -15.50 / -15.14 eV
Relative energy (zero: lowest compared OMol25 entry of this formula, charge and spin)   644.88 kJ/mol

Structure (ORCA input):
```
! wB97M-V def2-TZVPD RIJCOSX def2/J DEFGRID3
* xyz 1 1
C -0.58606 -0.26526 0.54289
C -0.85574 0.53762 -0.85379
N 1.53839 -1.10242 1.30719
N 0.71759 -0.54656 0.68048
O 0.14822 1.45671 -0.98352
O 1.31316 0.91057 -1.15949
H -0.94868 0.38434 1.35118
H -1.20507 -1.17035 0.50964
H -0.86055 -0.22109 -1.64541
H -1.79548 1.08656 -0.79060
H 2.53422 -1.07013 1.04143
*
```

***

This record from the Open Molecules 2025 dataset describes a single C2H5N2O2P molecule at a distorted geometry. The level of theory is the ωB97M-V functional and the def2-TZVPD basis.

Calculated values
HOMO level   -9.11 eV
Relative energy (zero: lowest compared OMol25 entry of this formula, charge and spin)   89.38 kJ/mol
Structure (SMILES)   [H]/N=C(\PO)C(N)=O

Structure (ORCA input):
```
! wB97M-V def2-TZVPD RIJCOSX def2/J DEFGRID3
* xyz 0 1
H 0.89043 1.96232 -0.48660
N 0.13956 1.38274 -0.41139
C 0.20196 0.12196 -0.21167
P 1.68738 -1.01522 -0.14774
O 2.71688 0.03654 0.44846
C -1.16873 -0.66077 0.03986
N -2.30963 0.12640 0.09691
O -1.09756 -1.89506 0.10802
H 1.21196 -1.38951 1.17803
H 2.97196 0.58960 -0.35091
H -2.10609 1.03280 -0.23298
H -3.13813 -0.29181 -0.02998
*
```

***

This record from the Open Molecules 2025 dataset describes a single C2H5N2O2P molecule at a distorted geometry. The level of theory is the ωB97M-V functional and the def2-TZVPD basis.

Calculated values
HOMO level   -9.38 eV
Relative energy (zero: lowest compared OMol25 entry of this formula, charge and spin)   25.01 kJ/mol
Structure (SMILES)   C=C=NP(=N)(O)O

Structure (ORCA input):
```
! wB97M-V def2-TZVPD RIJCOSX def2/J DEFGRID3
* xyz 0 1
C 2.44310 0.31058 0.03387
C 1.25097 0.78616 0.21532
N 0.06369 1.15684 0.26800
P -1.04862 -0.13213 -0.13157
N -0.45604 -1.48048 -0.55499
O -2.09286 0.71446 -1.06542
O -1.88809 -0.28428 1.13897
H 3.29005 0.66766 -0.59157
H 2.73558 -0.42458 0.74543
H 0.30738 -1.44639 -1.12339
H -2.51717 1.32181 -0.40415
H -2.08799 -1.18965 1.46949
*
```

***

This record from the Open Molecules 2025 dataset describes 2 unconnected molecules or ions with the total composition C2H5N2O2S at a distorted geometry. The level of theory is the ωB97M-V functional and the def2-TZVPD basis.

Calculated values
HOMO level   -3.61 eV
Relative energy (zero: lowest compared OMol25 entry of this formula, charge and spin)   406.26 kJ/mol

Structure (ORCA input):
```
! wB97M-V def2-TZVPD RIJCOSX def2/J DEFGRID3
* xyz -1 1
C -0.95752 -0.85235 -0.04964
C -0.17927 0.38409 -0.09903
N 1.35474 0.54703 2.23899
N 1.32706 -0.17809 1.27470
O -0.31908 1.81400 -2.37212
O 0.10590 -0.52515 -2.50954
S 0.58601 0.74565 -1.85231
H -0.21972 -1.65227 0.28135
H -1.65033 -0.82415 0.78618
H -1.50882 -1.01616 -1.01629
H -0.54143 1.33867 0.44034
H 2.00247 0.21871 2.87739
*
```

***

This record from the Open Molecules 2025 dataset describes a molecular structure, C2H5N2O3 at a distorted geometry. The level of theory is the ωB97M-V functional and the def2-TZVPD basis.

Calculated values
HOMO level   -4.30 eV
Relative energy (zero: lowest compared OMol25 entry of this formula, charge and spin)   461.93 kJ/mol

Structure (ORCA input):
```
! wB97M-V def2-TZVPD RIJCOSX def2/J DEFGRID3
* xyz -1 1
C 0.32863 -2.32951 -0.63465
C -0.04213 -0.35570 -0.95904
N -1.11172 -0.04454 -0.29281
N 0.82692 2.10749 0.98980
O 0.69185 -2.40852 0.50126
O -1.95007 0.92989 -0.33947
O 0.20567 -2.96798 -1.64084
H 0.35300 0.34754 -1.65789
H -1.46606 -0.75948 0.33328
H 1.48087 2.07696 1.79469
H -0.14607 2.15871 1.30454
H 0.82911 1.24515 0.60111
*
```